Record 1
Below is 3 unconnected molecules or ions with the total composition C3H12O3, with properties calculated with wB97M-V/def2-TZVPD.

The value obtained for the LUMO energy is 0.51 eV. The calculation puts the molar mass at 96.1 g/mol. Its SMILES is CCCO.O.O. The HOMO-LUMO gap comes out at 10.7440 eV. The relative energy (zero: lowest compared OMol25 entry of this formula, charge and spin) is 37.7 kcal/mol.

```
! RIJCOSX wB97M-V def2-TZVPD def2/J DEFGRID3
* xyz 0 1
C -1.878 -1.527 -0.831
C -1.149 -0.344 -1.506
C -0.106 0.305 -0.557
O -0.380 1.704 -0.134
H -2.609 -1.153 -0.152
H -2.243 -2.070 -1.689
H -1.122 -2.015 -0.161
H -2.001 0.307 -1.946
H -0.507 -0.624 -2.541
H 0.897 0.383 -1.041
H -0.097 -0.412 0.264
H -1.171 1.691 0.561
O 4.371 -2.059 -1.358
H 3.621 -2.478 -0.857
H 4.169 -2.386 -2.265
O -1.308 2.177 3.892
H -0.509 1.966 3.373
H -1.093 1.602 4.624
*
```

***

Record 2
Below is a molecular structure, C21H24N4O3S2, with properties calculated with wB97M-V/def2-TZVPD.

The value obtained for the LUMO energy is -0.46 eV. The calculation puts the molar mass at 444.6 g/mol. The HOMO-LUMO gap comes out at 8.3550 eV. The relative energy (zero: lowest compared OMol25 entry of this formula, charge and spin) is 496.2 kcal/mol.

```
! RIJCOSX wB97M-V def2-TZVPD def2/J DEFGRID3
* xyz 0 1
C -5.179 -3.353 -0.633
H -5.058 -3.947 0.195
H -4.225 -3.556 -1.361
H -6.093 -3.609 -1.281
C -5.134 -2.038 -0.546
C -3.968 -1.615 0.390
N -3.970 -1.185 1.698
N -2.676 -0.821 1.881
C -1.779 -1.123 1.066
N -0.354 -1.036 1.395
C 0.493 -1.206 0.519
O 0.131 -1.898 -0.614
C 2.003 -1.348 0.807
H 2.038 -0.425 1.827
H 2.417 -2.147 1.043
C 2.676 -0.577 -0.132
C 4.271 -0.689 0.026
C 5.055 -1.179 -0.859
C 6.566 -1.002 -0.807
C 6.964 -0.446 0.493
C 6.101 0.103 1.203
C 4.661 0.187 1.249
H 4.126 0.681 1.871
H 6.493 0.642 2.342
H 8.059 -0.309 0.291
H 7.198 -1.557 -1.473
H 4.693 -1.796 -1.817
H 2.565 -0.984 -1.177
C 2.141 0.844 -0.366
N 0.802 0.859 -0.480
S 0.214 2.331 0.310
O 0.750 3.411 -0.265
O 0.519 1.897 1.743
C -1.594 2.163 0.118
C -2.134 2.706 -1.040
C -3.435 3.033 -1.156
C -4.277 2.434 -0.327
C -3.764 2.019 1.312
C -2.404 1.978 1.213
H -2.055 1.743 2.218
H -4.322 1.624 2.021
H -5.515 2.539 -0.038
H -4.000 3.150 -2.087
H -1.488 2.971 -1.798
C 0.128 0.792 -1.952
H 0.704 1.470 -2.570
H 0.654 -0.337 -2.229
H -0.721 0.557 -1.783
H 2.692 1.412 -1.483
H 2.370 1.571 0.423
H -0.108 -0.331 2.122
S -2.289 -1.732 -0.411
H -5.816 -1.506 0.131
H -5.124 -1.368 -1.223
*
```

***

Record 3
Below is C2H2ClF2P in the gas phase, with properties calculated with wB97M-V/def2-TZVPD.

The value obtained for the LUMO energy is -0.66 eV. The calculation puts the molar mass at 130.5 g/mol. Its SMILES is FC(F)[PH]#CCl. The HOMO-LUMO gap comes out at 8.0676 eV. The relative energy (zero: lowest compared OMol25 entry of this formula, charge and spin) is 58.9 kcal/mol.

```
! RIJCOSX wB97M-V def2-TZVPD def2/J DEFGRID3
* xyz 0 1
F 0.058 -2.043 0.036
C 0.444 -0.785 0.293
F 1.355 -0.435 -0.632
P -1.121 0.485 -0.029
C -2.721 0.756 -0.436
Cl -4.043 -0.098 0.059
H 0.893 -0.741 1.292
H -0.456 1.273 -0.942
*
```

***

Record 4
Below is a molecular structure, C34H27BCo2F6O8S, with properties calculated with wB97M-V/def2-TZVPD.

The value obtained for the LUMO energy is -4.56 eV. The calculation puts the molar mass at 838.3 g/mol. The HOMO-LUMO gap comes out at 1.7671 eV. The relative energy (zero: lowest compared OMol25 entry of this formula, charge and spin) is 51.0 kcal/mol.

```
! RIJCOSX wB97M-V def2-TZVPD def2/J DEFGRID3
* xyz 0 1
C 7.565 -2.855 -1.194
C 6.154 -2.422 -1.188
C 5.326 -2.137 -2.257
C 3.967 -1.836 -1.860
C 3.797 -1.898 -0.497
B 2.456 -1.883 0.435
C 1.771 -3.393 0.423
C 2.045 -4.297 1.435
C 1.356 -5.509 1.478
C 1.613 -6.464 2.615
F 1.413 -7.767 2.251
F 2.894 -6.358 3.081
F 0.777 -6.213 3.678
C 0.407 -5.835 0.517
C 0.170 -4.921 -0.500
C -0.858 -5.212 -1.561
F -1.819 -4.232 -1.597
F -0.287 -5.253 -2.808
F -1.501 -6.399 -1.367
C 0.854 -3.704 -0.559
O 2.874 -1.580 1.778
C 2.601 -0.201 1.918
C 2.303 0.086 3.383
C 3.815 0.601 1.472
C 1.341 0.006 0.922
C 0.032 -0.408 1.603
C 1.203 1.406 0.361
O 1.588 -0.901 -0.135
S 5.279 -2.284 0.310
H 7.955 -2.833 -2.214
H 8.160 -2.187 -0.560
H 7.656 -3.874 -0.798
H 5.652 -2.173 -3.297
H 3.170 -1.615 -2.564
H 2.776 -4.078 2.205
H -0.126 -6.779 0.557
H 0.653 -3.009 -1.367
H 2.058 1.148 3.513
H 1.473 -0.531 3.734
H 3.182 -0.163 3.987
H 3.627 1.672 1.618
H 4.681 0.319 2.083
H 4.064 0.415 0.418
H -0.252 0.326 2.369
H -0.767 -0.439 0.850
H 0.131 -1.408 2.054
H 1.050 2.123 1.178
H 2.091 1.681 -0.213
H 0.339 1.454 -0.310
O -6.286 5.788 -4.103
C -6.011 4.846 -3.492
Co -5.742 3.395 -2.549
C -6.301 4.000 -0.992
O -6.762 4.445 -0.030
C -7.236 2.665 -3.132
O -8.206 2.187 -3.539
C -3.713 3.175 -2.836
C -2.730 3.140 -1.893
C -1.636 3.657 -1.281
C -1.941 4.570 -0.162
C -1.954 5.990 -0.273
C -2.453 6.788 0.762
C -2.890 6.218 1.968
C -2.858 4.826 2.100
C -2.367 4.024 1.071
Co -3.977 1.796 -1.713
C -5.553 0.899 -2.100
O -6.312 0.023 -2.143
C -4.605 2.077 -0.060
O -5.038 2.044 1.014
C -2.897 0.405 -1.532
O -2.160 -0.465 -1.322
H -3.521 3.351 -3.901
H -0.605 3.544 -1.630
H -1.628 6.431 -1.223
H -2.512 7.871 0.632
H -3.254 6.841 2.792
H -3.238 4.349 3.003
H -2.325 2.936 1.183
*
```